{"formula": "C4H13N2O3", "method": "the ωB97M-V functional and the def2-TZVPD basis", "total_charge": 1, "homo_lumo_gap_ha": 0.37997, "lumo_ev": -3.23, "de_lowest_kj_mol": 146.8, "elements": ["C", "O", "C", "C", "C", "N", "O", "N", "H", "H", "H", "H", "H", "H", "H", "H", "H", "H", "H", "H", "H", "O"], "coordinates": [[1.578, 0.277, -0.211], [2.607, -0.676, -0.149], [0.269, -0.365, -0.700], [-0.851, 0.462, -0.108], [-1.452, 1.409, -1.097], [-0.626, 2.530, -1.313], [-2.359, 1.075, -1.803], [0.301, -1.755, -0.053], [1.480, 0.693, 0.859], [1.808, 1.168, -0.788], [3.022, -0.704, -1.065], [0.433, -0.494, -1.793], [-1.619, -0.283, 0.306], [-0.504, 1.002, 0.799], [-0.941, 3.210, -1.976], [-0.122, 2.870, -0.523], [0.976, -2.468, -0.401], [-0.653, -2.202, -0.061], [0.379, -1.767, 0.987], [-1.114, -0.513, 3.178], [-1.557, -2.091, 3.152], [-1.052, -1.379, 2.761]]}